Record 1
The following is a quantum chemistry calculation of a molecular structure, C33H39N7O4SeTi, from the OMol25 dataset.

Properties
E ... -5215.92105 Eh
Net charge ... +1
Multiplicity ... 2
E_HOMO (spin up / spin down) ... -10.156 / -10.573 eV
Gap between HOMO and LUMO (spin up / spin down) ... 7.34 / 7.53 eV
Energy relative to the best compared isomer or geometry (same formula, charge and spin) ... 0.0 kJ/mol

CARTESIAN COORDINATES (ANGSTROEM)
Se1 -0.282 -1.865 0.886
Ti1 0.885 0.447 0.717
O1 4.822 -3.874 -4.357
O2 1.679 -1.765 -1.178
O3 6.163 -2.651 -5.510
O4 2.099 0.350 -0.697
N1 2.594 -0.321 2.080
N2 -0.363 1.318 -0.538
N3 -2.857 -0.810 0.423
N4 -2.912 -2.416 1.908
N5 -0.494 0.927 2.081
N6 5.253 -2.806 -4.729
N7 1.911 2.370 1.305
C1 -2.809 -1.288 -2.888
C2 1.747 3.349 0.224
C3 -1.974 1.635 3.640
C4 3.188 -0.583 -2.586
C5 -2.317 2.262 2.449
C6 -1.399 1.802 1.491
C7 -5.426 -2.573 2.109
C8 -1.527 0.726 -2.601
C9 3.739 -1.734 -3.137
C10 2.140 -0.849 3.369
C11 -1.305 1.985 0.102
C12 3.319 1.954 1.347
C13 -2.490 1.430 -3.312
C14 4.636 -1.615 -4.185
C15 -3.779 -0.573 -3.575
C16 -0.344 1.442 -1.989
C17 -2.499 -3.393 2.875
C18 3.302 -1.418 1.404
C19 -0.870 0.831 3.373
C20 -1.681 -0.644 -2.405
C21 -4.223 -2.073 1.637
C22 -3.610 0.782 -3.805
C23 -5.348 -0.500 0.158
C24 -6.582 -2.015 1.592
C25 -6.545 -1.004 0.634
C26 -2.096 -1.652 1.155
C27 1.548 3.034 2.563
C28 3.548 0.664 -3.093
C29 4.433 0.767 -4.154
C30 2.241 -0.706 -1.424
C31 3.535 0.794 2.320
C32 4.989 -0.373 -4.704
C33 -4.187 -1.045 0.679
H1 5.684 -0.328 -5.528
H2 4.084 -1.835 2.054
H3 3.963 2.798 1.649
H4 0.534 3.428 2.499
H5 -2.009 2.628 -0.427
H6 2.428 4.202 0.360
H7 2.994 -1.178 3.977
H8 2.225 3.873 2.768
H9 4.700 1.738 -4.542
H10 -2.459 1.739 4.590
H11 1.951 2.879 -0.742
H12 -0.904 -1.207 -1.896
H13 -1.411 -3.384 2.928
H14 -4.345 1.339 -4.369
H15 -5.463 -3.366 2.838
H16 -2.475 -0.168 -0.261
H17 0.582 0.999 -2.372
H18 0.722 3.726 0.227
H19 2.603 -2.221 1.145
H20 3.773 -1.061 0.489
H21 -0.379 0.174 4.072
H22 -2.353 2.487 -3.495
H23 3.127 1.555 -2.645
H24 3.428 1.153 3.347
H25 1.598 -0.078 3.913
H26 -2.835 -4.387 2.576
H27 -2.930 -2.350 -2.734
H28 -7.472 -0.609 0.251
H29 3.479 -2.703 -2.736
H30 -4.662 -1.074 -3.941
H31 3.608 1.637 0.339
H32 -3.122 2.950 2.280
H33 -7.538 -2.377 1.932
H34 1.583 2.340 3.402
H35 -0.374 2.503 -2.281
H36 -5.317 0.273 -0.591
H37 4.569 0.446 2.214
H38 1.486 -1.708 3.204
H39 -2.923 -3.153 3.852

Here are the Mulliken charges for atoms 1 to 4, given in e:
1 Se -0.3383
2 Ti 0.1644
3 O -0.5942
4 O -0.5955

Record 2
The following is a quantum chemistry calculation of a molecular structure, C33H40BCrF4GeN6O5Se, from the OMol25 dataset.

Properties
E ... -7933.60714 Eh
Net charge ... 0
Multiplicity ... 4
E_HOMO (spin up / spin down) ... -7.397 / -7.577 eV
Gap between HOMO and LUMO (spin up / spin down) ... 6.75 / 6.92 eV
Energy relative to the best compared isomer or geometry (same formula, charge and spin) ... 71.1 kJ/mol

CARTESIAN COORDINATES (ANGSTROEM)
Se1 2.684 -1.856 -2.223
Ge1 4.946 -0.609 0.017
Cr1 -0.895 -0.265 -1.351
F1 -0.660 -4.451 -1.304
F2 -0.130 -2.203 -1.361
F3 -2.030 -2.937 -2.305
F4 -0.069 -3.442 -3.271
O1 -1.586 1.557 -1.554
O2 -1.024 -0.651 -3.576
O3 -2.980 2.692 -2.839
O4 -4.811 3.620 4.079
O5 -6.585 4.011 2.928
N1 -2.771 -0.809 -0.990
N2 -5.416 3.692 3.025
N3 0.855 0.724 -1.585
N4 -3.102 -1.548 0.068
N5 1.119 1.681 -0.687
N6 -0.601 -0.304 0.563
C1 -3.330 2.724 -0.482
C2 0.002 0.624 2.702
C3 4.696 1.175 -0.821
C4 -4.440 -1.655 0.173
C5 2.668 3.075 3.756
C6 -5.329 3.521 0.585
C7 4.208 -2.149 -1.031
C8 -3.394 2.913 1.911
C9 -2.714 2.588 0.759
C10 -2.379 -3.435 1.379
C11 -4.991 -0.943 -0.869
C12 1.007 1.518 0.706
C13 0.127 0.582 1.296
C14 -0.914 -1.512 1.151
C15 -0.258 -3.440 2.466
C16 -2.135 -2.161 0.882
C17 -2.599 2.312 -1.741
C18 -3.899 -0.438 -1.574
C19 -1.453 -4.093 2.174
C20 0.014 -2.193 1.953
C21 6.902 -0.933 0.166
C22 4.110 -0.614 1.819
C23 -1.964 -0.097 -4.481
C24 3.684 -0.949 -3.644
C25 -4.633 3.205 -0.563
C26 1.578 2.790 -1.304
C27 1.744 2.267 2.902
C28 1.168 1.218 -2.778
C29 -1.708 -5.488 2.652
C30 1.819 2.308 1.522
C31 -4.705 3.371 1.821
C32 0.781 1.440 3.481
C33 1.626 2.525 -2.656
B1 -0.730 -3.359 -2.081
H1 0.979 -1.738 2.125
H2 5.355 1.301 -1.675
H3 1.932 3.188 -3.438
H4 -0.741 -0.012 3.160
H5 4.933 1.950 -0.096
H6 3.525 3.425 3.186
H7 4.618 -1.479 -3.804
H8 3.080 -0.995 -4.545
H9 -4.905 -2.203 0.968
H10 2.152 3.941 4.170
H11 -2.273 -6.037 1.903
H12 3.674 1.312 -1.152
H13 -3.892 0.169 -2.459
H14 1.806 3.694 -0.776
H15 4.234 -1.586 2.289
H16 3.049 -0.391 1.759
H17 -0.769 -6.007 2.833
H18 4.580 0.134 2.453
H19 7.108 -1.908 0.598
H20 7.369 -0.892 -0.814
H21 7.361 -0.174 0.792
H22 2.552 2.954 1.062
H23 1.051 0.614 -3.658
H24 -1.700 2.225 0.808
H25 3.855 -2.901 -0.326
H26 0.658 1.430 4.553
H27 -2.933 2.816 2.881
H28 3.876 0.085 -3.374
H29 4.995 -2.606 -1.631
H30 3.028 2.474 4.588
H31 -0.919 -1.592 -3.781
H32 -1.559 -0.102 -5.497
H33 -6.345 3.883 0.541
H34 -2.899 -0.661 -4.462
H35 0.482 -3.928 3.083
H36 -2.145 0.934 -4.171
H37 -2.278 -5.486 3.581
H38 -3.292 -3.938 1.100
H39 -6.027 -0.809 -1.102
H40 -5.080 3.318 -1.539

Here are the Mulliken charges for atoms 1 to 4, given in e:
1 Se 0.2813
2 Ge 0.7259
3 Cr -0.8636
4 F -0.3124

Record 3
The following is a quantum chemistry calculation of a molecular structure, C33H40BDyN13O4, from the OMol25 dataset.

Properties
E ... -3204.13155 Eh
Net charge ... +1
Multiplicity ... 6
E_HOMO (spin up / spin down) ... -10.440 / -10.439 eV
Gap between HOMO and LUMO (spin up / spin down) ... 5.42 / 5.44 eV
Energy relative to the best compared isomer or geometry (same formula, charge and spin) ... 0.0 kJ/mol

CARTESIAN COORDINATES (ANGSTROEM)
Dy1 0.811 0.051 -0.149
O1 0.985 1.212 -2.206
O2 1.041 -2.103 0.015
O3 1.389 1.311 -4.397
O4 1.027 -4.303 -0.464
N1 1.461 2.124 0.977
N2 3.840 -2.125 0.541
N3 6.825 1.044 -1.061
N4 -2.848 -1.655 1.043
N5 -1.259 -0.514 2.851
N6 5.454 -0.605 -0.140
N7 -2.800 -1.953 -0.302
N8 4.869 1.755 -0.099
N9 -1.498 1.256 -0.241
N10 0.974 0.678 -3.406
N11 3.166 0.053 0.257
N12 -2.039 0.801 0.926
N13 0.109 -0.308 2.947
C1 -4.249 -5.029 -1.681
C2 -1.878 -0.271 4.062
C3 4.193 -0.866 0.212
C4 -3.239 2.612 0.362
C5 -3.589 -3.007 -0.454
C6 -0.934 0.143 4.940
C7 2.718 0.020 3.616
C8 0.280 -1.413 -2.424
C9 -3.708 -2.477 1.701
C10 -3.082 1.607 1.315
C11 1.908 -2.686 -4.358
C12 2.683 2.422 0.469
C13 2.054 4.788 0.373
C14 0.843 -0.737 -3.506
C15 0.968 -3.127 -0.789
C16 5.692 0.710 -0.419
C17 3.651 1.359 0.252
C18 2.997 3.793 0.113
C19 0.644 3.112 1.417
C20 -2.674 1.895 -2.822
C21 -2.431 4.373 -2.128
C22 1.558 -1.347 -4.539
C23 0.337 0.007 4.202
C24 -2.200 2.365 -0.554
C25 0.825 -2.659 -2.192
C26 1.837 1.527 5.517
C27 -3.832 -2.778 -2.944
C28 1.721 0.203 4.739
C29 1.538 -3.334 -3.179
C30 -3.489 -3.709 -1.756
C31 -1.976 2.934 -1.926
C32 0.918 4.449 1.129
C33 -4.274 -3.334 0.770
B1 -1.746 -0.649 1.437
H1 -2.593 2.186 -3.884
H2 1.897 -0.628 5.487
H3 2.659 -0.960 3.157
H4 -4.888 -2.791 -3.180
H5 -0.845 -0.937 0.713
H6 -0.212 2.806 2.019
H7 -5.026 -4.117 0.946
H8 -3.738 1.776 -2.599
H9 -1.154 0.472 5.946
H10 3.731 0.190 3.950
H11 2.200 5.811 0.015
H12 7.147 2.010 -0.943
H13 1.604 2.364 4.846
H14 -3.562 -1.737 -2.718
H15 -5.326 -4.850 -1.683
H16 -3.646 1.449 2.228
H17 -2.217 0.928 -2.669
H18 -2.006 5.008 -1.339
H19 -4.013 3.367 0.233
H20 -2.934 -0.489 4.174
H21 2.542 0.699 2.777
H22 2.435 -3.239 -5.125
H23 -3.505 4.481 -2.108
H24 4.547 -2.798 0.481
H25 7.570 0.357 -1.174
H26 -0.518 -0.999 -1.793
H27 2.868 1.648 5.847
H28 -3.954 -5.591 -0.777
H29 1.802 -4.373 -3.002
H30 -4.037 -5.649 -2.580
H31 1.891 -0.716 -5.368
H32 2.867 -2.378 0.749
H33 3.978 4.095 -0.220
H34 -2.091 4.741 -3.098
H35 -0.877 2.913 -2.120
H36 -3.334 -3.040 -3.866
H37 1.168 1.536 6.365
H38 -2.397 -3.918 -1.896
H39 -3.787 -2.425 2.767
H40 0.184 5.185 1.393

Here are the Mulliken charges for atoms 1 to 4, given in e:
1 Dy -0.0503
2 O -0.1542
3 O -0.5171
4 O -0.5270

Record 4
The following is a quantum chemistry calculation of 2 unconnected molecules or ions with the total composition C33H40BIN5O8S3, from the OMol25 dataset.

Properties
E ... -3673.07908 Eh
Net charge ... -1
E_HOMO ... -5.004 eV
Gap between HOMO and LUMO ... 5.77 eV

CARTESIAN COORDINATES (ANGSTROEM)
I1 -1.314 7.978 -0.168
S1 -0.623 -4.978 -0.832
S2 -0.804 -0.873 1.926
S3 -0.990 -2.775 5.091
O1 -1.389 3.608 1.656
O2 2.411 -2.638 1.359
O3 3.084 -1.268 3.213
O4 -1.585 -1.546 5.712
O5 7.564 -1.741 1.701
O6 6.718 -2.103 -0.553
O7 4.758 3.511 -1.213
O8 -1.499 4.128 2.845
N1 -1.835 1.730 0.216
N2 -5.235 2.709 -1.004
N3 -6.095 -5.359 -3.196
N4 -2.624 -3.685 1.145
N5 2.941 3.793 -2.995
C1 -4.673 -0.950 -1.479
C2 2.030 -0.041 0.967
C3 0.006 3.714 -1.586
C4 -2.613 0.464 -0.065
C5 2.350 2.179 -0.750
C6 3.476 2.954 -4.143
C7 -4.249 1.917 -1.886
C8 6.780 -2.477 0.869
C9 0.705 2.481 -0.732
C10 -2.240 2.378 1.536
C11 -5.474 -4.870 0.067
C12 -3.869 0.465 -1.157
C13 -0.325 1.505 0.154
C14 -5.044 -3.749 -1.099
C15 -2.261 -0.985 0.693
C16 0.210 5.200 -0.869
C17 2.532 -1.372 1.847
C18 -5.422 -4.156 -2.630
C19 5.345 -1.798 -0.992
C20 -4.257 -2.357 -0.729
C21 -6.481 -6.413 -2.215
C22 3.733 5.115 -3.068
C23 -0.590 -3.922 6.431
C24 -2.351 -3.751 4.407
C25 3.037 0.922 0.097
C26 -1.652 -4.288 0.366
C27 -1.176 6.057 -1.230
C28 5.127 -0.175 -1.330
C29 -6.207 -6.188 -0.628
C30 4.636 0.550 0.095
C31 5.978 -3.748 1.564
C32 0.417 0.251 0.978
C33 -3.043 -2.397 0.406
B1 3.358 3.165 -1.646
H1 -5.536 -0.896 -2.273
H2 4.643 2.795 -4.097
H3 0.316 3.729 -2.729
H4 3.675 5.730 -2.059
H5 4.525 -2.095 -0.182
H6 -3.278 2.576 -2.016
H7 0.222 -3.494 7.023
H8 -6.990 -7.406 -2.634
H9 -1.965 1.720 2.471
H10 5.175 -3.327 2.320
H11 -5.264 -4.739 1.210
H12 5.330 2.844 -1.719
H13 5.454 -4.390 0.723
H14 -1.206 6.311 -2.395
H15 1.096 5.788 -1.412
H16 -3.118 -3.911 5.169
H17 -1.970 -4.711 4.051
H18 -3.371 2.715 1.526
H19 -6.229 2.394 -1.214
H20 -5.107 -3.335 -3.442
H21 -0.265 -4.877 6.010
H22 -1.464 -4.072 7.070
H23 -6.571 -7.050 0.107
H24 -4.795 1.673 -2.897
H25 0.397 5.109 0.287
H26 -5.222 3.731 -1.269
H27 4.335 -0.001 -2.182
H28 -1.175 3.537 -1.592
H29 -0.582 4.508 3.087
H30 3.245 5.823 -3.893
H31 3.202 3.444 -5.174
H32 3.002 1.865 -4.066
H33 6.172 0.323 -1.582
H34 6.735 -4.443 2.150
H35 4.850 4.948 -3.412
H36 5.110 -2.434 -1.955
H37 4.918 -0.246 0.939
H38 -2.123 5.405 -0.990
H39 -2.785 -3.201 3.568
H40 5.340 1.485 0.326

Here are the Mulliken charges for atoms 1 to 4, given in e:
1 I -0.0676
2 S -0.1051
3 S 0.1248
4 S 0.6901